Density functional theory data (ωB97M-V with the def2-TZVPD basis set) for a 10-piece molecular cluster, C30H60O10 overall in a non-equilibrium geometry.

* E_LUMO (spin up / spin down): -5.28 / -8.71 eV
* HOMO (spin up / spin down): -0.394 / -0.394 Eh
* 2S+1: 2
* frontier orbital gap (spin up / spin down): 5.44 / 2.01 eV
* energy above the lowest of the compared OMol25 structures with the same formula, charge and spin: 47.8 kcal per mole
* total charge: +1

Atoms and positions in Å:
C 0.77575 -4.71467 3.81761
C -0.02153 -3.87414 2.77796
O -0.47055 -4.40236 1.73292
C -0.38995 -2.49868 3.13320
H 1.31894 -4.11047 4.54424
H 1.61603 -5.28174 3.41705
H 0.24196 -5.43327 4.43952
H 0.15436 -1.72820 2.58714
H -0.34201 -2.36725 4.21418
H -1.43623 -2.37715 2.85281
C -0.14070 -0.13719 -0.12771
C -0.19557 1.18539 -0.88002
O -0.76315 1.12522 -1.94074
C 0.54663 2.46755 -0.35417
H -1.19283 -0.42113 -0.14987
H 0.22329 -0.03145 0.89427
H 0.44118 -0.68348 -0.87006
H 0.60925 3.10527 -1.23593
H 1.50728 2.25562 0.11523
H -0.09835 2.89930 0.41113
C -3.16674 -2.81958 0.52603
C -4.27342 -3.78389 0.92453
O -4.75834 -3.81208 2.00897
C -4.63361 -4.76311 -0.22252
H -3.08284 -2.13840 1.37282
H -3.35299 -2.23213 -0.37304
H -2.25144 -3.40433 0.43445
H -5.57676 -4.41505 -0.64372
H -4.58057 -5.80058 0.10756
H -3.89861 -4.76311 -1.02742
C -1.19189 2.63718 4.58170
C -0.24353 2.99431 3.46421
O 0.74061 2.26651 3.16287
C -0.42673 4.36384 2.74125
H -1.58660 3.48841 5.13643
H -0.62788 1.98895 5.25235
H -2.07875 2.12059 4.21468
H -0.37912 5.26214 3.35680
H -1.32026 4.37925 2.11717
H 0.34845 4.46019 1.98105
C -4.33372 -0.88545 -2.46139
C -3.83073 -2.25329 -2.90828
O -2.73019 -2.55265 -2.57552
C -4.52921 -2.93364 -4.01295
H -5.35409 -0.95071 -2.08366
H -4.34877 -0.14309 -3.25938
H -3.73522 -0.44771 -1.66246
H -5.55095 -2.56361 -3.92799
H -4.35472 -3.99063 -3.81189
H -4.16077 -2.66248 -5.00231
C 4.29664 -3.91475 -3.76628
C 2.96680 -3.51257 -3.15368
O 1.92902 -3.95171 -3.66109
C 2.89885 -2.63162 -1.98997
H 4.52474 -4.72167 -3.06990
H 5.06558 -3.14223 -3.75933
H 4.17539 -4.11975 -4.82994
H 1.88477 -2.46600 -1.62624
H 3.34258 -1.67936 -2.28049
H 3.35046 -3.05001 -1.09047
C -0.69418 5.23063 -3.25667
C 0.11264 4.20329 -3.91743
O 1.32347 4.22755 -3.71179
C -0.50585 3.12119 -4.79546
H -1.43136 4.64004 -2.71273
H -1.13804 5.82158 -4.05784
H -0.06546 5.78755 -2.56194
H -1.55148 3.32481 -5.02632
H -0.34836 2.18937 -4.25231
H 0.07441 2.83926 -5.67404
C -3.19968 2.25932 0.85529
C -4.24818 2.40472 -0.26880
O -5.42931 2.14857 -0.03071
C -3.87021 2.96182 -1.62249
H -3.68676 2.50741 1.79832
H -2.28939 2.84340 0.71996
H -2.85853 1.22464 0.82134
H -3.44679 2.10312 -2.14350
H -3.07958 3.69591 -1.46722
H -4.58624 3.36071 -2.34103
C 6.75521 1.50142 -0.24286
C 5.22710 1.54792 -0.14604
O 4.56255 0.71691 0.52639
C 4.62183 2.76146 -0.98130
H 7.08022 0.72191 0.44622
H 7.22055 2.39925 0.16391
H 7.24188 1.24114 -1.18281
H 4.95515 2.65582 -2.01369
H 5.06210 3.71078 -0.67623
H 3.54075 2.76182 -0.84221
C 2.60758 -0.92415 3.40495
C 3.42631 -0.20413 4.52443
O 2.79259 0.46975 5.39869
C 4.95644 -0.33498 4.59732
H 2.57295 -1.98633 3.64717
H 3.16982 -0.76214 2.48532
H 1.60519 -0.53141 3.23444
H 5.33163 0.25954 5.43031
H 5.31931 0.02648 3.63515
H 5.32031 -1.35958 4.67420

Forces on the atoms, in the same order (eV/Å):
1.044 0.406 -0.043
-0.949 -3.544 -2.121
1.679 1.404 2.831
-0.874 0.811 0.482
-0.352 0.628 0.162
-0.369 -0.198 -0.810
-0.682 0.149 -0.423
0.080 -0.193 0.023
0.267 0.303 -0.023
-0.004 0.076 -0.099
-0.528 1.550 -0.275
1.045 0.155 0.635
-0.174 1.093 -0.297
-1.226 -1.224 -0.905
0.207 -0.731 0.148
0.322 -0.343 -0.179
0.083 -0.801 0.737
0.277 0.295 0.292
-0.055 -0.141 -0.164
0.046 0.147 -0.038
-0.459 0.373 1.116
1.152 -0.459 -2.627
-0.631 -0.079 1.104
0.616 0.243 0.378
0.257 0.194 0.016
0.007 -0.447 0.040
0.064 0.113 -0.234
-0.262 -0.540 0.113
-0.867 0.077 0.304
0.140 0.582 0.010
0.352 -0.197 0.025
2.208 0.128 -0.858
-2.730 1.557 0.863
0.586 -1.021 -0.746
0.289 0.206 -0.172
-0.302 -0.120 0.078
0.099 -0.217 -0.221
-0.259 -0.346 0.365
-0.505 -0.028 0.519
0.362 -0.094 0.279
-0.929 0.020 0.738
0.706 3.171 -1.368
1.767 -1.431 1.030
-0.951 -0.243 0.548
-0.208 0.071 -0.041
0.014 -0.307 -0.383
0.243 -0.322 -0.047
-0.386 -0.824 -0.421
-0.580 -0.151 -0.484
0.309 0.088 0.214
-0.491 0.975 0.359
-2.163 -1.197 -2.499
1.545 0.597 0.821
-0.296 0.770 1.434
0.805 -0.492 -0.678
0.030 0.051 0.666
-0.225 -0.845 0.371
-0.246 0.000 -0.679
0.227 0.098 0.401
0.821 0.033 -0.206
-0.677 -0.371 0.151
2.723 -0.632 -0.700
-0.651 -0.569 -0.324
0.357 -0.016 0.455
-0.602 0.497 0.089
-0.376 0.294 0.387
-0.189 0.142 -0.284
0.083 -0.299 -0.003
-0.724 -0.034 0.558
0.060 0.931 -0.291
-0.146 -0.143 -0.937
-2.816 0.896 0.334
1.944 -0.047 -0.042
1.264 -0.466 0.049
0.066 -0.243 -0.060
-0.225 0.281 -0.189
-0.171 -0.226 0.345
0.572 -0.026 -0.165
0.162 -0.048 -0.234
-0.662 -0.049 0.864
0.045 -1.064 1.468
-0.986 -0.135 -0.059
1.768 2.546 -1.808
0.251 -1.687 1.312
0.007 -0.211 0.040
-0.270 0.349 -0.334
-0.622 0.331 -0.338
-0.365 -0.264 -0.110
-0.019 -0.092 0.399
0.129 0.168 -0.407
0.445 0.914 0.200
-1.856 0.771 1.784
2.133 -2.100 -2.985
-0.638 0.646 0.244
0.141 -0.035 0.184
0.291 -0.070 -0.055
0.205 0.229 0.621
0.024 -0.043 -0.180
-0.041 0.264 -0.123
-0.581 -0.217 0.085